Entry from the OMol25 dataset: 2 unconnected molecules or ions with the total composition C5H7P at a distorted geometry (the ωB97M-V functional and the def2-TZVPD basis).

Properties
LUMO level in Eh: 0.0151
Spin multiplicity: 1
Kohn-Sham gap in eV: 8.9749
HOMO energy in eV: -8.56
Energy above the lowest of the compared OMol25 structures with the same formula, charge and spin in kcal per mole: 81.5
Total charge: 0
E in eV: -14582.166
SMILES: CC1=PC1.C#C

```
13
Properties=species:S:1:pos:R:3:forces:R:3:lowdin_charge:R:1
C -1.6904 3.3735 -3.0840 0.25 0.18 -0.29 0.00
C -0.8857 3.8188 -2.3329 -0.42 -0.27 0.04 0.00
C 0.6975 -1.2763 1.1663 0.51 2.53 -0.94 -0.68
C 1.3916 -2.2000 2.0510 -1.66 -1.76 -0.47 -0.13
C -0.4704 -1.1114 0.2697 -1.42 2.34 2.19 -0.38
P 1.0019 0.1618 0.3541 -0.93 -1.62 0.40 0.91
H -2.2863 3.0598 -3.8740 -0.78 -0.44 -0.67 0.00
H 1.2362 -2.1051 3.0792 -0.65 1.04 1.86 0.06
H 0.9428 -3.1873 1.9297 0.43 -0.39 -0.45 0.08
H 2.4374 -2.2279 1.9718 1.42 0.02 -0.69 0.06
H -0.5626 -1.7241 -0.5566 -0.02 -1.25 -1.76 0.00
H -0.2727 4.1382 -1.5677 0.95 0.52 0.93 0.00
H -1.5392 -0.7201 0.5933 2.32 -0.89 -0.16 0.08
```
Forces are in eV/Å.